Arrangement one

DFT (ωB97M-V/def2-TZVPD) results for a molecular structure, C42H38N7OPRbS3.

Atoms and positions in Å:
C1 -0.689 -2.845 2.308
H1 1.678 3.390 1.923
C2 -0.132 3.894 2.638
H2 1.930 -4.067 -4.824
H3 -0.425 -4.691 -4.397
C3 4.262 -2.235 1.204
C4 3.258 -2.679 0.339
C5 0.112 -4.079 -3.682
S1 -1.400 -0.872 -4.950
C6 1.435 -3.726 -3.923
S2 -5.677 -0.405 -0.305
P1 2.317 -1.409 -0.593
H4 -4.033 1.697 1.735
C7 -0.390 -0.869 4.223
H5 3.921 2.806 -2.566
H6 -4.956 0.335 2.388
H7 6.417 -0.632 -3.263
N1 -3.161 -0.068 -0.395
C8 -1.827 -2.294 2.893
C9 3.567 -0.426 -1.373
H8 -3.260 -3.838 2.441
H9 3.147 -2.643 -3.218
C10 5.197 1.168 -3.016
C11 -5.667 3.342 -0.832
C12 -1.658 -1.308 3.861
H10 -0.335 -2.460 -0.745
H11 -3.184 0.252 2.275
C13 -4.090 0.608 1.785
C14 -4.879 -0.750 -1.771
H12 3.366 -5.980 1.128
C15 -2.555 -0.583 -2.727
C16 0.733 -1.422 3.627
O1 1.908 2.349 0.159
H13 5.701 -2.755 2.699
H14 2.183 -4.410 -0.345
C17 2.952 -4.038 0.323
C18 -3.546 -0.499 -1.641
H15 5.747 1.742 -3.755
H16 0.924 1.054 -4.593
C19 3.620 -4.927 1.157
H17 1.725 -1.076 3.892
H18 -3.437 -2.383 1.466
C20 1.110 5.376 1.377
C21 4.927 -3.120 2.035
C22 1.500 -2.477 -1.855
C23 -4.181 0.049 0.404
H19 1.528 -0.446 -3.879
C24 2.123 -2.933 -3.016
N2 -2.236 3.062 -0.300
H20 2.009 5.975 1.507
H21 1.009 5.099 0.325
H22 -2.241 5.657 3.898
H23 1.449 -2.862 2.206
C25 -0.145 6.079 1.889
H24 4.896 -2.014 -1.901
N3 -0.909 4.966 2.425
C26 -0.522 -3.629 -2.534
C27 -4.613 4.020 -0.180
H25 4.523 -1.182 1.211
C28 -2.786 -1.083 -3.971
H26 -2.530 -0.869 4.333
N4 -5.052 6.259 0.999
C29 4.704 -0.949 -2.009
H27 5.123 -5.165 2.671
N5 -1.293 -0.062 -2.544
H28 1.100 0.905 -2.839
H29 -0.797 -3.620 1.555
C30 4.172 1.770 -2.368
H30 -3.689 -1.532 -4.349
H31 -2.827 5.732 2.226
H32 -2.709 4.168 3.051
H33 -3.968 -2.382 3.148
H34 -0.705 6.585 1.103
S3 -0.606 2.438 3.319
H35 -0.283 -0.078 4.954
C31 0.170 -2.828 -1.633
H36 -1.559 -3.882 -2.346
N6 1.132 4.185 2.220
C32 0.821 0.373 -3.747
C33 4.605 -4.473 2.019
C34 -4.855 5.251 0.467
C35 -2.247 5.144 2.931
C36 3.418 1.036 -1.343
C37 5.556 -0.193 -2.779
C38 2.797 1.739 -0.379
C39 0.580 -2.419 2.673
N7 -6.527 2.781 -1.363
H37 -5.416 -1.059 -2.652
Rb1 -0.349 0.924 0.199
C40 -0.580 -0.130 -3.627
C41 -3.312 3.488 -0.231
H38 0.083 6.803 2.680
C42 -3.199 -2.749 2.468

LUMO level: 0.06997 Eh
Kohn-Sham gap: 5.10 eV
charge: -1
HOMO energy: -3.1971 eV

=====

Arrangement two

DFT (ωB97M-V/def2-TZVPD) results for a molecular structure, C42H38N7OPRbS3.

Atoms and positions in Å:
N1 -2.924 0.153 -1.493
C1 0.263 3.790 -0.536
H1 0.039 0.546 -3.464
H2 -3.785 2.202 0.125
H3 -2.346 -2.708 -3.991
H4 -2.045 5.449 2.060
S1 -1.526 2.188 3.589
C2 4.026 1.175 -5.263
C3 -4.052 -2.363 3.089
H5 3.682 2.871 -1.823
H6 6.365 -2.178 -1.187
H7 -1.401 3.898 -1.881
N2 -2.192 0.089 5.152
H8 -0.297 -3.622 -4.700
H9 2.745 4.613 1.337
C4 3.130 1.177 -3.019
C5 0.210 -3.442 0.450
C6 -1.506 -2.431 -3.364
S2 -5.407 -0.139 -1.958
C7 -1.731 -1.216 5.593
N3 -2.164 -4.075 3.398
C8 -3.100 -1.124 -1.958
C9 -1.396 4.999 1.319
H10 -4.255 -0.190 5.078
H11 4.745 -0.806 -2.433
C10 2.168 3.710 1.121
C11 0.758 4.061 0.737
C12 -4.056 0.785 -1.422
H12 -3.688 1.489 4.936
H13 -0.294 -3.409 1.422
C13 -1.042 4.120 -0.882
H14 0.725 -2.487 0.329
N4 -6.373 -2.735 4.119
H15 -0.860 -1.149 -5.049
C14 -0.192 -2.958 -3.850
H16 -1.610 -1.227 6.681
C15 5.292 -2.026 0.675
C16 3.260 0.579 -4.270
C17 -0.394 -1.380 4.854
S3 -1.239 -5.147 -1.171
Rb1 -0.854 0.404 0.641
C18 -1.969 -2.106 -1.991
H17 2.760 -0.360 -4.472
H18 2.449 -2.522 -1.688
C19 3.291 -0.666 0.641
P1 2.169 0.491 -1.605
H19 1.330 -4.248 -2.949
C20 1.227 -0.862 -2.440
H20 -5.268 2.441 -0.812
C21 -0.095 4.664 1.659
C22 -1.875 4.730 0.044
H21 5.271 2.841 -5.796
C23 -0.548 -1.479 -4.066
C24 4.675 2.378 -5.020
H22 -3.668 0.673 6.517
H23 2.664 3.154 0.327
C25 5.502 -1.766 -0.678
H24 5.049 3.925 -3.580
H25 2.182 3.064 1.999
H26 -4.743 -2.409 -2.636
C26 0.240 -0.507 -3.285
C27 -5.330 -2.567 3.648
N5 -3.477 -0.332 1.639
H27 4.119 0.695 -6.230
H28 -0.435 -2.185 4.121
C28 -1.313 0.696 4.332
C29 -4.217 2.163 -0.876
C30 -3.023 -3.316 3.239
C31 -3.774 -1.230 2.307
C32 4.593 -0.986 -1.375
C33 -3.528 0.540 5.441
H29 0.417 0.010 3.422
H30 0.259 4.846 2.667
O1 1.333 -0.585 1.923
H31 0.923 -4.260 0.458
H32 -2.894 4.987 -0.218
C34 3.486 -0.440 -0.727
C35 2.246 0.115 1.443
N6 -1.602 -2.564 -0.872
H33 0.908 3.309 -1.263
H34 -2.446 -1.993 5.321
C36 1.601 -2.268 -2.309
C37 4.551 2.984 -3.778
C38 -0.836 -3.667 -0.591
H35 0.425 -1.584 5.545
C39 3.780 2.390 -2.790
C40 4.198 -1.481 1.324
H36 -3.698 2.886 -1.505
C41 0.969 -3.229 -2.989
C42 -4.373 -1.458 -2.289
H37 4.036 -1.667 2.381
N7 -0.210 -0.074 4.223
H38 5.989 -2.654 1.218

LUMO level: 0.06350 Eh
Kohn-Sham gap: 5.52 eV
charge: -1
HOMO energy: -3.7959 eV

=====

The winner here is arrangement one, beating the second structure by 0.0713 hartree.

=====

Arrangement one

DFT (ωB97M-V/def2-TZVPD) results for a molecular structure, C3H4OS.

Atoms and positions in Å:
H1 0.134 -1.581 1.141
C1 -0.660 0.819 0.013
C2 0.099 -1.180 0.076
C3 0.610 1.185 0.151
H2 -1.589 1.638 -0.491
S1 1.720 -0.235 -0.131
O1 -1.197 -0.482 -0.146
H3 -0.270 -2.390 -0.527
H4 1.153 2.226 -0.087

LUMO level: 0.02380 Eh
Kohn-Sham gap: 8.94 eV
HOMO energy: -8.2923 eV

=====

Arrangement two

DFT (ωB97M-V/def2-TZVPD) results for C3H4OS in the gas phase.

Atoms and positions in Å:
C1 0.235 -1.061 -1.525
C2 -0.133 -0.217 -0.565
S1 0.308 1.055 3.087
H1 -0.186 -1.140 -2.435
O1 0.326 -0.138 0.665
H2 -0.675 1.813 1.161
H3 1.090 -1.738 -1.240
C3 -0.089 0.922 1.520
H4 -0.877 0.505 -0.667

SMILES: C=COC=S
LUMO level: -0.01123 Eh
Kohn-Sham gap: 9.04 eV
HOMO energy: -9.3450 eV

=====

The winner here is arrangement two, beating the second structure by 0.0805 hartree.

=====

Arrangement one

DFT (ωB97M-V/def2-TZVPD) results for 2 unconnected molecules or ions with the total composition C3H4OS.

Atoms and positions in Å:
C1 0.666 0.068 0.100
H1 2.305 -0.850 -0.564
H2 -1.783 -0.413 0.413
H3 2.572 0.352 0.689
S1 -3.958 0.532 -0.315
C2 2.128 0.091 -0.266
H4 2.358 0.792 -0.985
C3 -0.515 -0.278 0.045
O1 -3.774 -0.294 0.884

SMILES: C#CC.O=S
LUMO level (alpha / beta): -0.06714 / -0.06862 Eh
Kohn-Sham gap (alpha / beta): 7.73 / 7.70 eV
HOMO energy (alpha / beta): -9.5599 / -9.5651 eV

=====

Arrangement two

DFT (ωB97M-V/def2-TZVPD) results for 2 unconnected molecules or ions with the total composition C3H4OS.

Atoms and positions in Å:
O1 -1.972 -1.657 0.169
H1 1.514 -2.352 -0.415
C1 0.143 -0.299 0.138
S1 1.791 -1.020 -0.114
C2 -1.220 -0.775 -0.133
H2 -1.233 1.467 -0.550
H3 -0.012 0.239 1.709
C3 -0.821 0.500 -0.834
H4 -0.615 0.454 -1.931

LUMO level: -0.01215 Eh
Kohn-Sham gap: 9.11 eV
HOMO energy: -9.4401 eV

=====

The winner here is arrangement two, beating the second structure by 0.0334 hartree.

=====

Arrangement one

DFT (ωB97M-V/def2-TZVPD) results for C3H4OS in the gas phase.

Atoms and positions in Å:
S1 -2.187 -0.284 -0.163
H1 2.158 0.415 -0.209
C1 0.277 -0.506 0.137
C2 -0.629 0.514 -0.056
H2 -0.407 -1.436 0.456
O1 -0.281 1.692 -0.066
H3 2.319 -1.087 -0.253
C3 1.582 -0.331 -0.199
H4 -2.832 1.023 0.354

SMILES: C=CC(=O)S
LUMO level: -0.01742 Eh
Kohn-Sham gap: 9.47 eV
HOMO energy: -9.9396 eV

=====

Arrangement two

DFT (ωB97M-V/def2-TZVPD) results for 2 unconnected molecules or ions with the total composition C3H4OS.

Atoms and positions in Å:
C1 -1.488 -0.285 0.769
C2 -1.080 -0.357 -0.446
H1 -1.561 -0.869 -1.255
H2 1.081 1.283 -1.313
H3 -2.564 -0.458 0.779
H4 -0.887 0.120 1.630
O1 3.411 0.354 0.203
C3 1.034 0.432 -0.738
S1 2.053 -0.222 0.370

LUMO level: -0.00496 Eh
Kohn-Sham gap: 9.28 eV
HOMO energy: -9.4186 eV

=====

Arrangement three

DFT (ωB97M-V/def2-TZVPD) results for C3H4OS in the gas phase.

Atoms and positions in Å:
C1 0.002 1.237 -0.075
S1 1.439 0.031 -0.503
C2 -0.143 -0.922 -0.136
H1 -0.128 -1.710 0.657
O1 2.236 -0.249 0.650
H2 0.009 2.236 -0.159
H3 -1.900 0.510 0.454
H4 -0.601 -1.432 -1.013
C3 -0.914 0.300 0.127

LUMO level: 0.03206 Eh
Kohn-Sham gap: 10.09 eV
HOMO energy: -9.2147 eV

=====

Arrangement four

DFT (ωB97M-V/def2-TZVPD) results for C3H4OS in the gas phase.

Atoms and positions in Å:
C1 1.137 -0.884 -0.455
H1 -1.418 -0.657 0.698
H2 0.691 1.326 0.458
H3 -1.357 1.104 1.324
H4 0.683 -1.546 -1.208
S1 -1.100 0.777 -1.196
C2 0.185 0.461 -0.053
C3 -1.087 0.380 0.564
O1 2.267 -0.962 -0.132

SMILES: O=C[C@@H]1CS1
LUMO level: 0.02539 Eh
Kohn-Sham gap: 9.93 eV
HOMO energy: -9.2375 eV

=====

The winner here is arrangement four, beating the second structure by 0.0412 hartree.

=====

Arrangement one

DFT (ωB97M-V/def2-TZVPD) results for 2 unconnected molecules or ions with the total composition C3H11NO.

Atoms and positions in Å:
H1 0.432 -2.873 0.123
H2 -0.574 -0.364 -0.835
C1 -0.608 0.654 -1.250
H3 -0.248 1.605 1.186
C2 -0.285 -2.554 0.906
C3 0.712 1.478 0.692
H4 -0.092 -3.142 1.825
N1 0.490 1.504 -0.783
H5 1.049 0.465 0.954
H6 -0.776 0.691 -2.329
H7 -1.617 0.922 -0.903
O1 -0.331 -1.196 1.078
H8 1.326 1.185 -1.271
H9 0.300 2.469 -1.045
H10 -1.289 -2.996 0.649
H11 1.513 2.151 1.003

LUMO level: -0.01019 Eh
Kohn-Sham gap: 5.62 eV
HOMO energy: -5.8927 eV

=====

Arrangement two

DFT (ωB97M-V/def2-TZVPD) results for 2 unconnected molecules or ions with the total composition C3H11NO.

Atoms and positions in Å:
H1 1.257 -1.677 0.645
H2 1.114 -0.853 -1.543
H3 0.761 -0.720 2.035
H4 2.048 -0.136 0.896
H5 -1.573 1.224 0.663
O1 -2.204 -1.525 -0.583
C1 1.092 -0.661 1.002
H6 1.581 0.781 -1.031
H7 -0.300 1.960 -0.275
C2 -0.492 1.255 0.534
H8 -0.005 1.683 1.414
H9 0.170 0.527 -1.990
H10 -2.782 -0.760 -0.668
C3 0.733 0.092 -1.161
H11 -1.461 -1.134 -0.089
N1 0.060 -0.055 0.151

SMILES: CN(C)C.O
LUMO level: 0.03241 Eh
Kohn-Sham gap: 10.02 eV
HOMO energy: -9.1360 eV

=====

The winner here is arrangement two, beating the second structure by 0.1114 hartree.